(1)
ORCA calculation (ωB97M-V/def2-TZVPD) on a structure of composition C44H55GeN12O3PSY.

As for the total charge: +1. The orbital gap is 7.58 eV. The multiplicity is 1. The electronic energy is -5447.120557 a.u. Its lowest unoccupied orbital energy is -2.07 eV. As for the energy above the lowest of the compared OMol25 structures with the same formula, charge and spin: 0.0 kcal/mol.

Each line ends with the Mulliken charge.
Cartesian coordinates (Å):
Y (-0.099, 0.492, 0.480)  -0.68
C (3.087, -2.919, 0.407)  -2.49
C (2.352, -1.747, 1.009)  1.26
O (1.365, -1.331, 0.384)  0.75
C (2.819, -1.154, 2.245)  0.71
C (3.956, -1.686, 2.887)  -1.13
C (4.446, -1.158, 4.051)  -1.11
C (3.803, -0.044, 4.611)  -0.71
C (2.692, 0.499, 4.015)  -0.75
C (2.152, -0.041, 2.828)  0.65
O (1.068, 0.487, 2.329)  0.98
H (2.577, -3.217, -0.506)  0.27
H (3.107, -3.761, 1.101)  0.52
H (4.121, -2.648, 0.183)  0.46
H (4.456, -2.540, 2.450)  0.36
H (5.320, -1.583, 4.525)  0.44
H (4.191, 0.400, 5.519)  0.46
H (2.215, 1.375, 4.436)  0.48
O (-0.182, -0.394, -3.029)  -0.62
N (-0.435, -1.276, -1.966)  0.75
C (-1.041, -2.297, -2.415)  -1.01
C (-1.467, -3.512, -1.694)  0.79
C (-1.657, -4.613, -2.539)  -1.15
C (-2.063, -5.841, -2.059)  -0.78
C (-2.321, -5.990, -0.704)  -0.91
C (-2.163, -4.906, 0.140)  -0.45
C (-1.729, -3.661, -0.321)  0.29
P (-1.637, -2.290, 0.907)  2.19
C (-3.296, -2.440, 1.676)  0.72
C (-4.358, -1.824, 1.012)  -0.47
C (-5.650, -1.922, 1.506)  -0.52
C (-5.893, -2.618, 2.682)  -0.70
C (-4.841, -3.213, 3.362)  -0.74
C (-3.547, -3.130, 2.859)  -0.28
C (-0.530, -2.969, 2.199)  0.34
C (0.295, -4.077, 2.030)  -0.99
C (1.171, -4.465, 3.041)  -0.77
C (1.237, -3.749, 4.226)  -0.76
C (0.422, -2.638, 4.401)  -0.75
C (-0.452, -2.251, 3.398)  -0.66
H (0.272, 0.349, -2.599)  0.43
H (-1.229, -2.320, -3.489)  0.38
H (-1.474, -4.493, -3.601)  0.43
H (-2.191, -6.673, -2.739)  0.42
H (-2.655, -6.940, -0.308)  0.45
H (-2.389, -5.023, 1.192)  0.47
H (-4.160, -1.253, 0.113)  0.19
H (-6.465, -1.440, 0.981)  0.45
H (-6.901, -2.693, 3.071)  0.43
H (-5.024, -3.749, 4.284)  0.44
H (-2.733, -3.596, 3.401)  0.42
H (0.267, -4.643, 1.107)  0.43
H (1.800, -5.335, 2.898)  0.43
H (1.921, -4.052, 5.009)  0.43
H (0.471, -2.067, 5.321)  0.44
H (-1.084, -1.382, 3.541)  0.65
C (4.924, 1.068, -4.626)  -1.41
C (5.842, 0.866, -3.424)  0.73
C (6.144, 2.187, -2.722)  -1.42
C (5.288, -0.178, -2.453)  -1.45
N (4.014, 0.216, -1.850)  1.01
C (2.771, 0.082, -2.304)  -0.70
N (1.956, 0.660, -1.451)  0.10
N (2.736, 1.144, -0.457)  0.07
N (3.966, 0.883, -0.684)  -0.93
H (5.399, 1.720, -5.357)  0.42
H (3.986, 1.547, -4.332)  0.28
H (4.692, 0.122, -5.123)  0.35
H (6.784, 0.438, -3.781)  0.32
H (5.231, 2.655, -2.347)  0.28
H (6.611, 2.884, -3.418)  0.43
H (6.818, 2.046, -1.876)  0.37
H (5.976, -0.337, -1.625)  0.41
H (5.125, -1.128, -2.961)  0.47
H (2.491, -0.432, -3.208)  0.60
C (-0.996, 4.595, 2.728)  -0.68
Ge (-1.052, 4.264, 0.788)  0.61
C (-0.549, 5.949, -0.100)  -1.39
C (-2.953, 4.005, 0.319)  -1.16
C (0.186, 2.843, 0.283)  -1.03
H (-1.298, 5.624, 2.936)  0.47
H (0.011, 4.446, 3.123)  0.32
H (-1.686, 3.934, 3.253)  -0.18
H (-1.256, 6.748, 0.131)  0.38
H (-0.538, 5.813, -1.185)  0.36
H (0.448, 6.271, 0.206)  0.37
H (-3.548, 4.713, 0.902)  0.50
H (-3.313, 3.001, 0.548)  0.12
H (-3.138, 4.224, -0.734)  0.41
H (1.077, 3.027, 0.901)  0.64
H (0.539, 3.093, -0.734)  0.54
N (-4.836, 0.552, -2.829)  -0.73
N (-3.605, 0.973, -2.373)  1.13
N (-3.054, 2.092, -2.783)  -1.12
C (-1.976, 2.142, -2.015)  -0.91
N (-1.901, 1.086, -1.197)  0.40
N (-2.967, 0.345, -1.439)  -0.26
H (-4.966, 0.938, -3.757)  0.31
H (-4.835, -0.462, -2.861)  0.25
H (-1.257, 2.942, -2.041)  0.71
N (-0.747, 1.308, 4.266)  0.06
C (-1.981, 1.368, 3.767)  -0.26
S (-2.343, 0.819, 2.202)  0.09
N (-2.933, 1.879, 4.564)  -0.03
C (-4.316, 2.046, 4.250)  -0.18
C (-4.866, 3.313, 4.373)  -0.44
C (-6.214, 3.508, 4.117)  -0.68
C (-7.009, 2.438, 3.732)  -0.63
C (-6.451, 1.172, 3.617)  -0.49
C (-5.106, 0.966, 3.884)  0.28
H (0.017, 1.024, 3.648)  -0.27
H (-0.540, 1.685, 5.176)  0.26
H (-2.619, 2.353, 5.399)  0.34
H (-4.233, 4.148, 4.652)  0.39
H (-6.640, 4.498, 4.213)  0.39
H (-8.061, 2.590, 3.529)  0.41
H (-7.067, 0.330, 3.328)  0.40
H (-4.678, -0.026, 3.807)  0.50



(2)
ORCA calculation (ωB97M-V/def2-TZVPD) on an isolated molecule of C11H12N2O2 at a distorted geometry.

Its SMILES is N[C@@H](Cc1c[nH]c2ccccc12)C(=O)O. The orbital gap is 8.55 eV. The multiplicity is 1. The electronic energy is -686.284246 a.u. Its lowest unoccupied orbital energy is 0.75 eV. As for the energy above the lowest of the compared OMol25 structures with the same formula, charge and spin: 75.1 kcal/mol.

Each line ends with the Mulliken charge.
Cartesian coordinates (Å):
C (-1.802, 0.401, -1.518)  0.48
C (-2.672, 0.545, -0.087)  0.32
C (-0.438, 1.060, -1.574)  -1.43
C (0.246, 0.951, -0.194)  0.19
C (0.296, 1.818, 0.827)  -0.58
C (0.879, -0.165, 0.191)  1.73
C (1.541, 0.097, 1.498)  -0.58
C (1.081, -1.390, -0.429)  -0.54
C (2.470, -0.712, 2.113)  -0.66
C (2.054, -2.314, 0.347)  -0.76
C (2.527, -1.988, 1.576)  -0.50
H (-3.239, 0.009, -3.065)  0.24
H (-1.742, 0.833, -3.346)  0.24
H (-1.432, -0.635, -1.328)  0.17
H (-0.354, 2.030, -2.027)  0.54
H (0.182, 0.475, -2.343)  0.43
H (-0.305, 2.742, 0.926)  0.39
H (1.429, 1.712, 2.769)  0.24
H (0.762, -1.726, -1.406)  0.40
H (2.931, -0.306, 3.124)  0.21
H (2.223, -3.433, 0.159)  0.22
H (3.115, -2.653, 2.091)  0.46
H (-2.635, -0.147, 1.603)  0.30
N (-2.488, 0.635, -2.706)  -0.61
N (1.097, 1.278, 1.883)  0.01
O (-3.769, 0.973, 0.054)  -0.56
O (-1.955, -0.092, 0.864)  -0.34



(3)
ORCA calculation (ωB97M-V/def2-TZVPD) on a structure of composition C52H52INO7P2Ti at a distorted geometry.

As for the total charge: +2. The orbital gap (spin up / spin down) is 6.23 / 4.46 eV. The multiplicity is 3. The electronic energy is -4423.359475 a.u. Its lowest unoccupied orbital energy (spin up / spin down) is -4.42 / -8.32 eV. As for the energy above the lowest of the compared OMol25 structures with the same formula, charge and spin: 8.8 kcal/mol.

Each line ends with the Mulliken charge.
Cartesian coordinates (Å):
Ti (14.707, 12.214, 11.684)  0.82
C (15.055, 5.166, 14.663)  -0.83
C (15.216, 6.201, 13.625)  -0.32
O (15.503, 7.457, 14.292)  -0.40
C (15.584, 8.530, 13.281)  -1.09
C (14.289, 9.068, 12.644)  -0.71
O (14.001, 10.416, 13.044)  0.66
C (13.054, 10.445, 14.179)  0.10
C (13.203, 9.329, 15.199)  -0.77
O (12.112, 8.391, 15.276)  -0.42
C (12.285, 7.171, 16.044)  -0.60
C (12.782, 5.903, 15.304)  -0.36
O (14.138, 5.567, 15.655)  -0.36
H (14.835, 4.141, 14.272)  0.33
H (16.001, 5.074, 15.210)  0.32
H (16.065, 5.981, 12.944)  0.45
H (14.315, 6.215, 13.000)  0.29
H (16.280, 9.276, 13.645)  0.46
H (15.991, 7.998, 12.402)  0.42
H (13.465, 8.383, 12.915)  0.39
H (14.374, 9.072, 11.549)  0.67
H (13.126, 11.438, 14.690)  -0.29
H (12.073, 10.333, 13.701)  0.32
H (14.165, 8.805, 15.027)  0.41
H (13.217, 9.866, 16.193)  0.33
H (12.949, 7.385, 16.895)  0.31
H (11.273, 6.904, 16.493)  0.38
H (12.224, 5.048, 15.764)  0.45
H (12.520, 5.959, 14.246)  0.20
C (14.400, 19.275, 13.067)  -1.51
C (13.562, 18.251, 13.937)  1.68
C (12.771, 19.341, 14.805)  -1.71
C (12.523, 17.529, 13.152)  1.04
C (11.531, 18.295, 12.565)  -0.75
C (10.519, 17.657, 11.849)  -1.52
C (10.597, 16.288, 11.603)  -0.28
C (11.548, 15.476, 12.235)  0.39
P (11.624, 13.895, 11.585)  1.53
C (11.316, 14.117, 9.834)  0.26
C (12.058, 15.096, 9.125)  -0.32
C (11.753, 15.425, 7.786)  -0.77
C (10.860, 14.637, 7.072)  -0.42
C (10.026, 13.741, 7.789)  -0.81
C (10.396, 13.364, 9.079)  -0.19
C (10.254, 12.901, 12.234)  0.50
C (9.279, 13.678, 12.795)  -0.43
C (7.894, 13.319, 12.857)  -0.83
C (7.556, 12.160, 12.199)  -0.65
C (8.550, 11.324, 11.569)  -0.44
C (9.881, 11.676, 11.626)  -0.83
C (12.571, 16.152, 12.996)  -1.30
O (13.543, 15.439, 13.696)  -0.01
C (14.399, 15.984, 14.674)  -1.19
C (15.242, 15.154, 15.478)  0.39
C (16.150, 15.844, 16.334)  -0.36
C (16.239, 17.256, 16.365)  -1.71
C (15.439, 18.020, 15.546)  -0.58
C (14.471, 17.379, 14.759)  0.66
P (15.186, 13.386, 15.648)  1.41
C (14.683, 13.126, 17.385)  0.89
C (13.354, 12.776, 17.694)  -0.32
C (13.089, 12.192, 18.932)  -0.69
C (14.118, 11.969, 19.840)  -0.58
C (15.390, 12.497, 19.642)  -0.93
C (15.640, 13.072, 18.391)  -0.02
C (17.015, 12.935, 15.729)  0.24
C (17.381, 11.635, 16.187)  -0.81
C (18.762, 11.371, 16.413)  -0.59
C (19.735, 12.373, 16.241)  -0.70
C (19.343, 13.584, 15.632)  -0.66
C (17.988, 13.846, 15.321)  -0.31
H (13.810, 19.876, 12.310)  0.38
H (15.148, 18.746, 12.443)  0.35
H (14.958, 19.932, 13.767)  0.42
H (12.722, 20.265, 14.215)  0.42
H (13.362, 19.530, 15.700)  0.45
H (11.754, 19.058, 15.087)  0.35
H (11.561, 19.363, 12.663)  0.44
H (9.613, 18.084, 11.438)  0.44
H (9.849, 15.953, 10.882)  0.47
H (12.831, 15.569, 9.748)  0.46
H (12.247, 16.321, 7.338)  0.38
H (10.746, 14.701, 5.983)  0.44
H (9.132, 13.264, 7.288)  0.39
H (9.941, 12.451, 9.487)  0.26
H (9.490, 14.723, 13.113)  0.26
H (7.308, 13.954, 13.459)  0.54
H (6.508, 11.905, 12.140)  0.41
H (8.202, 10.493, 11.017)  0.54
H (10.632, 10.946, 11.199)  0.31
H (16.815, 15.284, 16.957)  0.54
H (16.956, 17.805, 17.003)  0.40
H (15.583, 19.091, 15.545)  0.44
H (12.561, 13.094, 17.019)  0.45
H (12.050, 11.989, 19.234)  0.43
H (13.988, 11.341, 20.735)  0.39
H (16.064, 12.436, 20.461)  0.49
H (16.615, 13.525, 18.266)  0.21
H (16.636, 10.886, 16.356)  0.72
H (19.067, 10.404, 16.810)  0.46
H (20.812, 12.140, 16.346)  0.39
H (20.058, 14.402, 15.523)  0.43
H (17.786, 14.772, 14.808)  0.65
I (18.069, 11.524, 10.222)  0.19
C (16.253, 11.019, 9.410)  0.03
C (16.211, 10.124, 8.372)  -0.50
C (14.971, 9.747, 7.937)  -0.67
C (13.819, 10.435, 8.395)  -0.55
C (13.857, 11.294, 9.441)  -0.40
N (15.144, 11.632, 9.899)  0.01
H (17.137, 9.843, 7.871)  0.43
H (14.808, 8.985, 7.196)  0.47
H (12.853, 10.270, 7.865)  0.40
H (12.992, 11.838, 9.860)  0.57
O (12.921, 13.140, 11.973)  1.11
O (15.823, 13.281, 12.203)  -0.73